{
  "formula": "C36H48N9O15",
  "method": "ωB97M-V with the def2-TZVPD basis set",
  "homo_lumo_gap_ev": 7.32,
  "homo_ev": -7.020,
  "total_energy_ev": -82200.1335,
  "charge": -1,
  "symbols": ["N", "O", "O", "O", "C", "C", "C", "C", "C", "C", "N", "O", "O", "H", "H", "H", "H", "H", "C", "C", "C", "C", "C", "C", "N", "O", "O", "H", "H", "H", "H", "H", "C", "C", "C", "C", "C", "C", "N", "O", "O", "H", "H", "H", "H", "H", "C", "C", "C", "C", "C", "C", "N", "O", "O", "H", "H", "H", "H", "H", "C", "O", "N", "C", "C", "H", "H", "H", "H", "H", "H", "H", "C", "O", "N", "C", "C", "H", "H", "H", "H", "H", "H", "H", "C", "O", "N", "C", "C", "H", "H", "H", "H", "H", "H", "H", "C", "O", "N", "C", "C", "H", "H", "H", "H", "H", "H", "H"],
  "coordinates": [[-0.120, -0.063, 0.197], [0.539, 0.838, 0.865], [-0.217, -1.240, 0.599], [-0.794, 0.398, -0.731], [-2.925, 0.364, 2.392], [-4.261, -0.089, 3.157], [-5.052, 1.013, 3.857], [-4.461, 2.418, 3.870], [-3.380, 2.777, 2.858], [-2.427, 1.693, 2.325], [-5.281, 3.360, 4.619], [-5.110, 4.637, 4.577], [-6.272, 2.930, 5.323], [-2.218, -0.520, 2.103], [-4.540, -0.976, 3.304], [-6.043, 0.744, 4.548], [-3.029, 3.840, 2.897], [-1.456, 2.035, 1.662], [2.007, 2.035, 4.911], [1.228, 0.956, 4.197], [1.754, -0.503, 4.433], [2.838, -0.825, 5.445], [3.492, 0.456, 6.191], [2.911, 1.821, 5.818], [3.416, -2.200, 5.655], [4.330, -2.274, 6.570], [3.014, -3.138, 4.910], [1.702, 2.944, 4.453], [0.648, 1.330, 3.359], [0.991, -1.339, 4.195], [4.335, 0.318, 6.794], [3.315, 2.684, 6.383], [-3.310, 3.892, -2.629], [-3.400, 2.687, -1.821], [-4.375, 2.669, -0.565], [-5.551, 3.844, -0.573], [-5.380, 4.985, -1.534], [-4.108, 4.931, -2.495], [-6.554, 3.922, 0.475], [-6.500, 3.060, 1.508], [-7.546, 4.465, 0.286], [-2.336, 3.938, -3.243], [-2.683, 1.903, -1.971], [-4.424, 2.022, 0.163], [-5.993, 5.845, -1.642], [-3.936, 5.788, -3.131], [-4.099, -2.580, -1.675], [-4.852, -3.835, -1.724], [-4.184, -5.112, -2.156], [-2.638, -5.039, -2.594], [-1.879, -3.667, -2.520], [-2.758, -2.467, -2.017], [-1.998, -6.111, -3.176], [-2.593, -7.255, -3.303], [-0.750, -5.926, -3.450], [-4.482, -1.566, -1.319], [-5.941, -3.714, -1.544], [-4.767, -6.011, -2.238], [-0.845, -3.890, -2.649], [-2.061, -1.648, -1.753], [4.601, -4.888, -0.529], [5.611, -5.089, -1.071], [3.416, -4.465, -1.195], [2.181, -4.118, -0.384], [3.385, -4.103, -2.621], [4.246, -5.087, 0.624], [1.940, -3.112, -0.305], [2.260, -4.489, 0.527], [1.499, -4.655, -0.925], [2.501, -3.953, -3.079], [3.606, -5.050, -3.290], [4.082, -3.479, -2.807], [4.573, 0.659, 0.127], [5.303, 1.094, -0.788], [4.545, -0.644, 0.473], [3.573, -1.212, 1.371], [5.322, -1.634, -0.329], [3.973, 1.151, 0.854], [2.696, -0.813, 0.948], [3.749, -1.063, 2.355], [3.820, -2.298, 1.094], [4.747, -2.163, -1.098], [5.683, -2.458, 0.390], [6.084, -1.268, -0.939], [1.412, 5.749, -0.881], [1.499, 6.919, -1.394], [1.137, 4.659, -1.648], [1.305, 3.357, -1.120], [0.542, 4.818, -2.878], [1.912, 5.581, 0.070], [0.924, 3.344, -0.046], [2.339, 3.151, -1.131], [0.616, 2.633, -1.424], [1.122, 4.631, -3.952], [0.167, 5.760, -2.886], [-0.278, 4.167, -3.055], [1.139, -1.648, -4.564], [-0.069, -1.679, -4.359], [1.978, -1.225, -3.589], [3.407, -0.848, -3.870], [1.495, -0.840, -2.220], [1.766, -1.810, -5.579], [3.377, -0.005, -4.570], [3.683, -1.858, -4.310], [3.831, -0.783, -3.107], [2.284, -1.111, -1.379], [0.692, -1.563, -1.778], [1.333, 0.185, -2.179]],
  "forces_ev_per_a": [[-0.62, 2.48, 2.09], [0.18, -1.84, -0.37], [0.58, 0.54, -0.65], [-0.34, -0.95, -0.90], [-1.07, -2.03, 2.21], [3.55, 13.35, -0.70], [2.08, -1.26, -0.16], [0.31, -3.09, -3.60], [0.56, -1.91, 3.35], [-2.59, 1.77, -0.59], [-3.17, 3.59, 1.86], [0.62, -4.19, -0.51], [3.37, 0.50, -2.17], [-1.47, 1.78, 0.15], [-1.93, -7.21, 0.60], [3.04, 0.93, -2.14], [-0.54, -1.06, -0.34], [-2.59, -1.22, 1.91], [-5.23, -3.31, -5.26], [5.56, -2.06, 2.66], [-1.81, 1.44, 2.14], [-0.14, 5.61, -0.14], [-5.07, -1.15, -4.90], [4.97, -3.37, 4.67], [1.08, -0.45, 0.57], [-3.20, -0.19, -3.21], [1.27, 2.59, 2.38], [0.15, 1.33, 0.64], [-0.44, -0.99, 0.14], [1.91, 1.27, -0.31], [0.86, -0.09, 0.94], [0.07, -0.68, -0.46], [2.96, -3.67, 0.77], [-3.78, 1.83, 4.44], [-0.53, 7.42, -8.85], [5.67, 0.67, -2.84], [3.93, -4.62, 0.12], [-5.20, 2.03, 2.34], [2.21, -7.10, 3.83], [1.35, 2.91, -3.40], [-3.75, 3.77, -1.32], [-2.01, 0.04, 0.57], [0.14, -0.35, 0.33], [-0.11, -3.69, 3.56], [-0.65, 0.40, 0.35], [-0.23, 0.27, 0.18], [0.45, -0.20, -0.06], [2.59, -1.04, -1.48], [2.49, 4.56, -0.30], [-4.00, 5.97, 1.90], [-6.91, -2.76, 1.84], [4.06, -3.68, -0.69], [2.70, -3.89, -0.56], [1.79, 3.80, 0.19], [-3.51, -1.09, 0.29], [-0.20, -1.83, -0.37], [0.91, -0.79, 0.03], [0.20, -0.25, -0.06], [0.70, 1.20, -0.30], [-1.15, 0.14, -0.38], [-6.46, 0.79, 1.71], [3.40, -0.62, -1.03], [0.00, 0.72, 1.53], [2.79, -0.18, -4.16], [-0.41, -7.97, 1.51], [1.38, 0.38, -2.14], [-0.23, 2.05, -0.24], [0.47, -1.87, 4.22], [-2.62, -1.00, -0.87], [-3.49, 1.54, -0.34], [0.40, 1.26, 1.45], [4.60, 4.68, -1.58], [2.43, -1.46, -1.48], [-1.69, 0.00, 1.52], [2.57, -0.14, -1.95], [1.25, -2.57, -4.09], [-1.04, -1.65, 1.83], [-0.80, 1.67, 0.27], [-2.11, -0.33, 0.58], [0.40, 0.74, 3.11], [-1.72, 1.12, 1.12], [-0.80, 0.06, 0.42], [-0.21, 1.38, -1.15], [1.60, 1.29, -0.14], [2.10, 3.27, -3.41], [-1.06, -3.06, 1.82], [0.05, 0.55, 1.73], [-0.60, 0.69, 3.69], [0.94, -1.59, -4.54], [-0.61, -0.46, 0.51], [1.02, 0.23, -0.80], [1.06, -1.24, -0.09], [-0.63, -1.21, -1.61], [-0.40, 0.62, 2.90], [-0.99, 3.00, -0.61], [-0.83, -0.92, 0.45], [0.56, 1.28, 0.18], [0.66, -0.82, -1.21], [0.61, 0.67, 1.82], [-8.61, -4.07, -12.74], [1.09, -4.48, 1.47], [-1.65, -0.05, 1.72], [0.77, -0.25, 0.36], [0.86, 1.70, -0.28], [6.76, 1.78, 11.87], [-0.70, 0.76, -2.05], [0.70, 1.83, -1.57], [-0.91, 1.69, 0.28]],
  "mulliken_charge": [0.651, -0.481, -0.707, -0.291, -0.019, -1.037, -0.024, -0.129, -0.677, 0.470, 0.937, -0.567, -0.571, 0.127, 0.807, 0.244, 0.391, 0.045, -0.531, -0.239, -0.096, -0.046, -0.479, -0.333, 0.857, -0.544, -0.513, 0.418, 0.342, 0.328, 0.511, 0.302, -0.042, -0.843, -0.637, -0.123, -0.514, -0.450, 0.819, -0.527, -0.528, 0.190, 0.500, 1.239, 0.449, 0.363, -0.327, -0.476, -0.544, -0.026, -0.092, -0.003, 0.874, -0.584, -0.580, 0.324, 0.326, 0.428, 0.422, 0.248, 0.123, -0.506, 0.297, -1.672, -1.366, 0.233, 0.456, 0.648, 0.596, 0.284, 0.310, 0.641, 0.001, -0.683, 0.086, -0.263, -1.067, 0.546, -0.005, 0.496, -0.175, 0.123, 0.490, 0.405, 0.082, -0.627, 0.210, -1.086, -0.674, 0.415, 0.216, 0.588, 0.232, 0.195, 0.493, 0.013, -0.003, -0.525, 0.449, -0.829, -0.152, 0.192, 0.277, 0.463, -0.015, -0.509, -0.342, 0.908]
}

=====

{
  "formula": "C36H49BLuN11OS4",
  "method": "ωB97M-V with the def2-TZVPD basis set",
  "homo_lumo_gap_ev": 6.17,
  "homo_ev": -12.239,
  "total_energy_ev": -134197.5662,
  "charge": 2,
  "symbols": ["Lu", "C", "C", "C", "C", "N", "C", "C", "N", "B", "N", "C", "C", "N", "C", "S", "C", "C", "C", "C", "N", "C", "C", "N", "C", "S", "C", "C", "C", "C", "C", "S", "H", "H", "H", "H", "H", "H", "H", "H", "H", "H", "H", "H", "H", "H", "H", "H", "H", "H", "H", "H", "H", "H", "H", "H", "H", "H", "H", "H", "H", "H", "H", "H", "H", "H", "C", "O", "H", "H", "H", "H", "S", "C", "N", "C", "C", "C", "N", "H", "H", "H", "H", "N", "C", "C", "C", "C", "C", "C", "C", "N", "C", "C", "N", "C", "H", "H", "H", "H", "H", "H", "H"],
  "coordinates": [[-0.745, -0.049, -0.373], [2.929, -1.568, -6.072], [1.697, -1.209, -5.244], [0.470, -1.816, -5.917], [1.617, 0.312, -5.131], [1.847, -1.799, -3.867], [2.954, -2.507, -3.444], [2.726, -2.896, -2.176], [1.482, -2.431, -1.798], [1.010, -2.835, -0.360], [-0.714, -2.786, 1.372], [-2.891, -3.332, -0.169], [-3.413, -3.039, 1.022], [-2.850, -2.344, 2.130], [-1.607, -1.889, 1.964], [-1.066, -0.321, 2.310], [-3.796, -1.934, 3.253], [-4.554, -0.677, 2.856], [-2.996, -1.750, 4.538], [-4.772, -3.092, 3.499], [1.933, -2.197, 0.704], [2.469, -2.926, 1.741], [3.211, -2.092, 2.496], [3.145, -0.836, 1.917], [2.339, -0.924, 0.839], [1.857, 0.363, -0.221], [3.782, 0.397, 2.503], [4.560, 1.164, 1.433], [4.766, -0.039, 3.584], [2.666, 1.239, 3.115], [0.967, -1.760, -2.841], [-0.573, -0.952, -2.870], [2.799, -1.132, -7.061], [3.042, -2.643, -6.202], [3.844, -1.153, -5.651], [0.441, -1.491, -6.957], [-0.459, -1.514, -5.441], [0.532, -2.905, -5.909], [1.525, 0.732, -6.132], [2.526, 0.709, -4.677], [0.759, 0.628, -4.542], [3.796, -2.692, -4.079], [3.330, -3.481, -1.508], [1.204, -4.011, -0.324], [-3.604, -3.794, -0.843], [-4.458, -3.248, 1.173], [-3.895, 0.187, 2.794], [-5.325, -0.477, 3.600], [-5.054, -0.811, 1.895], [-2.280, -0.935, 4.502], [-2.479, -2.671, 4.811], [-3.703, -1.520, 5.334], [-5.573, -3.153, 2.764], [-5.249, -2.921, 4.462], [-4.254, -4.050, 3.545], [2.281, -3.980, 1.835], [3.802, -2.289, 3.368], [5.219, 0.501, 0.873], [5.181, 1.903, 1.938], [3.918, 1.688, 0.735], [5.494, -0.755, 3.204], [4.266, -0.457, 4.458], [5.309, 0.842, 3.919], [1.941, 1.525, 2.352], [3.088, 2.145, 3.551], [2.148, 0.687, 3.900], [-1.550, 3.000, 1.007], [-0.544, 2.168, 0.397], [-1.519, 4.001, 0.580], [-1.402, 3.041, 2.085], [-2.508, 2.529, 0.794], [0.357, 2.460, 0.584], [-3.570, -0.026, -0.614], [-3.262, 1.066, -1.858], [-4.219, 1.463, -2.742], [-3.976, 2.337, -3.741], [-2.718, 2.845, -3.897], [-1.749, 2.403, -2.983], [-2.018, 1.569, -2.001], [-5.148, 1.074, -2.630], [-4.819, 2.578, -4.373], [-2.487, 3.541, -4.686], [-0.722, 2.742, -3.059], [0.561, -8.665, -5.853], [0.272, -8.020, -4.949], [-0.084, -7.201, -3.826], [0.533, -7.400, -2.593], [0.216, -6.590, -1.519], [-0.742, -5.587, -1.662], [-1.373, -5.400, -2.890], [-1.038, -6.198, -3.968], [-1.048, -4.755, -0.574], [-0.864, -5.111, 0.747], [-0.810, -4.171, 1.696], [-0.505, -2.484, -0.024], [-1.483, -3.391, -0.723], [1.280, -8.174, -2.487], [0.739, -6.720, -0.582], [-2.145, -4.651, -3.011], [-1.530, -6.056, -4.920], [-0.788, -6.162, 0.982], [-0.732, -4.405, 2.745], [-1.468, -3.108, -1.773]],
  "forces_ev_per_a": [[-0.11, 0.38, -0.21], [0.00, 0.01, -0.03], [0.01, -0.02, 0.06], [-0.02, 0.00, -0.05], [-0.01, 0.00, -0.03], [-0.01, 0.00, 0.07], [0.03, -0.08, 0.08], [0.05, -0.02, -0.09], [-0.08, 0.02, -0.10], [0.01, -0.03, -0.29], [-0.29, 0.16, -0.12], [-0.12, -0.06, -0.05], [0.15, 0.11, -0.02], [-0.10, 0.00, 0.20], [0.01, -0.06, 0.21], [0.02, -0.18, -0.10], [0.14, -0.09, -0.11], [-0.07, 0.03, 0.02], [-0.06, 0.05, 0.08], [-0.01, 0.05, 0.00], [0.00, 0.18, 0.01], [0.06, -0.02, 0.06], [0.08, -0.07, -0.06], [-0.09, -0.01, -0.03], [-0.15, 0.17, -0.01], [0.12, 0.00, -0.16], [-0.04, -0.08, -0.08], [0.06, -0.01, 0.05], [-0.04, 0.04, 0.11], [0.03, 0.09, -0.02], [-0.23, 0.09, 0.01], [0.17, 0.02, 0.08], [0.00, 0.00, 0.00], [-0.01, -0.03, 0.01], [0.02, 0.01, 0.02], [0.00, 0.01, -0.01], [-0.01, 0.00, 0.02], [0.01, -0.02, 0.00], [0.00, 0.02, -0.01], [0.02, 0.00, 0.02], [-0.02, 0.00, 0.00], [0.06, -0.02, 0.00], [0.05, -0.02, 0.00], [0.03, -0.03, 0.26], [0.03, -0.02, -0.04], [-0.01, -0.03, -0.03], [0.02, 0.01, -0.01], [0.01, 0.04, 0.02], [-0.01, -0.02, -0.01], [0.01, 0.03, -0.05], [0.02, -0.02, -0.02], [0.01, -0.01, 0.02], [0.00, 0.01, -0.02], [0.00, -0.02, 0.01], [0.02, -0.02, 0.01], [0.01, -0.04, 0.03], [-0.01, -0.04, 0.03], [0.01, -0.04, 0.02], [0.00, 0.02, -0.03], [-0.06, 0.00, -0.04], [0.04, 0.02, -0.01], [-0.01, -0.05, -0.02], [0.00, 0.00, 0.01], [0.00, 0.01, 0.03], [0.01, 0.01, 0.01], [0.00, -0.03, 0.01], [0.06, 0.05, 0.01], [-0.06, -0.23, -0.16], [-0.01, -0.01, 0.02], [-0.01, 0.01, -0.01], [0.00, 0.03, 0.02], [-0.02, 0.02, 0.18], [0.02, 0.01, -0.10], [-0.01, -0.01, 0.13], [-0.04, 0.00, 0.02], [0.08, 0.02, 0.00], [-0.06, -0.07, 0.06], [-0.10, 0.09, -0.10], [0.13, -0.24, 0.09], [0.02, -0.02, 0.03], [0.03, 0.04, -0.04], [0.01, 0.01, -0.01], [0.01, 0.00, 0.00], [0.02, -0.04, -0.07], [-0.02, 0.01, -0.01], [0.02, -0.03, 0.03], [-0.02, 0.06, 0.01], [0.00, -0.04, -0.10], [0.18, 0.11, 0.06], [0.01, -0.05, -0.05], [-0.01, 0.04, 0.04], [-0.32, -0.15, 0.06], [0.03, 0.06, -0.05], [0.15, -0.18, -0.04], [0.05, -0.02, 0.18], [0.18, 0.18, -0.01], [0.01, -0.02, 0.00], [0.00, 0.01, 0.03], [0.00, 0.00, 0.01], [0.00, -0.01, -0.02], [-0.01, -0.01, 0.03], [-0.02, 0.00, 0.02], [-0.05, -0.02, 0.05]],
  "mulliken_charge": [1.615, -2.174, 1.170, -1.534, -1.343, 0.590, -0.604, -1.524, 0.543, 0.188, 0.309, -1.702, -0.416, 1.049, -0.789, -0.225, 0.889, -1.269, -1.654, -1.765, 0.568, -1.157, -0.585, 0.440, 0.415, -0.675, 1.101, -1.573, -2.130, -1.056, 0.523, -0.470, 0.461, 0.483, 0.480, 0.515, 0.269, 0.407, 0.516, 0.389, 0.050, 0.598, 0.735, -0.052, 0.532, 0.387, 0.194, 0.543, 0.206, 0.354, 0.377, 0.550, 0.495, 0.472, 0.396, 0.720, 0.596, 0.397, 0.499, 0.353, 0.501, 0.471, 0.466, -0.089, 0.498, 0.352, -0.747, -0.218, 0.291, 0.357, 0.221, 0.158, -0.492, -0.010, 0.060, -0.122, -0.946, -0.083, -0.006, 0.294, 0.449, 0.453, 0.517, -0.481, -0.063, 0.421, -1.177, -0.300, 1.059, -0.107, -1.140, 0.318, -0.529, -1.201, 0.533, -0.640, 0.472, 0.477, 0.498, 0.509, 0.779, 0.683, 0.840]
}

=====

> What is the formula in the second record?

C36H49BLuN11OS4